# 1
ORCA calculation (ωB97M-V/def2-TZVPD) on a cluster of 2 separate species, C7H13N in total.

```
21
Properties=species:S:1:pos:R:3:forces:R:3
C 2.96987 -0.29470 1.49015 0.5 0.7 0.5
C 2.11052 0.48487 0.84841 0.3 0.3 0.4
C 0.78984 -0.12931 0.65617 0.3 -0.7 -1.0
C 0.80774 -0.72920 -0.54130 -0.2 0.0 0.2
C 0.59487 -2.18003 -0.76182 -0.9 -0.1 -0.2
H 2.63824 -1.18889 1.99251 -0.1 -0.2 0.0
H 4.01133 -0.04790 1.59278 0.2 0.2 0.1
H 2.41381 1.35951 0.29388 0.1 0.2 0.1
H 0.27360 -0.54557 1.50843 0.0 -0.2 0.1
H 1.37593 -0.24059 -1.32798 0.2 0.0 0.0
H 1.58015 -2.57613 -1.01655 0.0 -0.1 0.0
H -0.07982 -2.43169 -1.58066 0.0 -0.1 -0.1
H 0.25454 -2.66803 0.14832 -0.1 -0.1 0.0
H -3.89302 1.97679 0.78562 0.1 -0.1 -0.3
N -2.93937 1.82008 1.11459 -0.5 0.3 0.9
C -2.13052 1.45463 0.23129 0.3 -0.1 -0.4
C -2.38228 1.21408 -1.22315 -0.1 0.0 0.1
H -1.10607 1.27812 0.55627 0.0 0.1 0.0
H -2.14809 0.17731 -1.46110 0.0 -0.1 -0.1
H -1.72338 1.84531 -1.81729 0.1 0.0 -0.1
H -3.41789 1.42132 -1.48856 0.0 0.0 0.0
```
Positions in Å, forces in eV/Å.

Energy above the lowest of the compared OMol25 structures with the same formula, charge and spin, eV: 3.1861
Gap between HOMO and LUMO, eV: 9.3
SMILES: C=C/C=C/C.[H]/N=C\C



# 2
ORCA calculation (ωB97M-V/def2-TZVPD) on the ion C7H13N2 with charge +1.

```
22
Properties=species:S:1:pos:R:3:forces:R:3
C -2.31021 -1.34170 -1.55898 -1.5 -1.0 0.9
C -1.79277 -0.61471 -2.54604 1.0 -2.4 1.6
C -0.37389 -0.42213 -2.81542 -1.3 0.8 -1.4
C 0.38519 0.19671 -1.91648 1.3 0.7 -0.8
C 0.03087 0.12961 -0.54887 1.7 -0.6 -0.1
N 0.98001 0.14582 0.35544 -4.2 -0.9 1.9
N 2.28188 0.31861 0.11930 1.5 -0.4 -2.6
C 0.73482 -0.29986 1.78862 -0.4 2.3 0.7
C 0.55506 0.88017 2.83046 4.3 1.7 -3.0
H -3.43514 -1.42527 -1.40241 1.7 0.2 -0.3
H -1.70384 -1.97098 -0.85401 -0.6 0.6 -0.9
H -2.42181 -0.14916 -3.21204 -1.4 1.1 -1.6
H -0.10029 -0.49637 -3.88514 0.2 0.2 0.8
H 1.25706 0.72105 -2.27132 0.4 -0.2 0.1
H -0.99318 -0.25858 -0.51928 0.3 0.5 1.8
H 2.43746 0.33287 -0.91045 0.2 0.1 1.3
H 2.57414 1.16551 0.54073 0.7 1.0 0.5
H -0.07358 -0.97123 1.82900 -1.1 -0.8 -0.3
H 1.62949 -0.79709 2.05414 0.7 -0.7 0.1
H -0.22541 1.00964 3.48377 -1.9 -1.0 1.7
H 1.57940 1.03324 3.32514 -1.7 -0.3 -0.2
H 0.45160 1.84436 2.25893 0.2 -0.8 0.1
```
Positions in Å, forces in eV/Å.

Energy above the lowest of the compared OMol25 structures with the same formula, charge and spin, eV: 4.4420
Gap between HOMO and LUMO, eV: 8.7
Total charge: +1
SMILES: C=C/C=C\C=[N+](/N)CC